Entry 1:
The following is a DFT calculation (the ωB97M-V functional and the def2-TZVPD basis) of a 3-piece molecular cluster, C24H52BrN3O3 overall.

Structure (XYZ):
```
83
Properties=species:S:1:pos:R:3:mulliken_charge:R:1
C 1.1349 3.2738 0.2466 -0.66
C 1.6534 3.2102 -1.1832 -0.47
C 1.1754 2.0110 -1.9677 -0.51
O 1.5717 0.7725 -1.3709 -0.16
C 2.8545 0.4110 -1.7055 -0.30
C 3.0956 -0.3519 -3.0140 -1.05
O 4.3720 -0.9675 -2.8073 -0.39
C 4.8262 -0.6906 -1.5451 0.15
O 6.0089 -0.5984 -1.2773 -0.48
C 3.5826 -0.4521 -0.6712 0.97
Br 2.7543 -2.2267 -0.5208 -0.04
C 3.7139 0.2854 0.6503 0.22
C 4.0063 -0.5377 1.8964 -1.37
C 5.4380 -1.0785 1.9816 -0.46
C 6.4598 -0.0126 2.4048 -0.76
C 7.4757 0.3159 1.3065 -0.46
N 8.2030 -0.8776 0.8885 -0.53
H 0.0891 3.0034 0.3143 -0.13
H 1.6972 2.6423 0.9235 0.21
H 1.2055 4.2980 0.6058 0.43
H 2.7433 3.2169 -1.1671 0.20
H 1.3515 4.1036 -1.7262 0.46
H 1.5774 2.0683 -2.9818 0.33
H 0.0944 1.9869 -2.0639 0.42
H 3.5244 1.2765 -1.8105 0.28
H 2.3638 -1.1026 -3.2912 0.41
H 3.1801 0.3342 -3.8547 0.42
H 4.4706 1.0599 0.5190 0.31
H 2.7744 0.8069 0.8161 -0.38
H 3.8332 0.0765 2.7792 0.43
H 3.3040 -1.3611 1.9717 0.52
H 5.4562 -1.8763 2.7182 0.34
H 5.7073 -1.5218 1.0284 0.28
H 7.0288 -0.3755 3.2561 0.37
H 5.9486 0.9107 2.6772 0.35
H 8.1662 1.0801 1.6604 0.46
H 6.9324 0.7518 0.4735 0.12
H 9.1765 -0.8222 1.1324 0.22
H 8.1234 -1.0450 -0.1009 0.20
C -1.9740 0.2411 1.0377 -0.45
C -2.3351 1.0615 2.2666 -0.62
N -2.2930 2.4921 2.0296 0.42
C -2.3629 3.2832 3.2448 -0.71
C -3.6481 3.2188 4.0794 -1.05
C -3.0979 2.9618 0.9166 -0.63
C -4.6032 2.6632 0.9356 -1.28
H -0.9925 0.5186 0.6483 -0.09
H -1.9452 -0.8179 1.2984 0.51
H -2.7086 0.3572 0.2406 -0.16
H -1.6157 0.8315 3.0570 0.49
H -3.3173 0.7268 2.6375 0.24
H -2.1599 4.3260 2.9850 0.32
H -1.5272 2.9731 3.8801 0.43
H -4.4621 3.7784 3.6207 0.24
H -3.4687 3.6613 5.0610 0.41
H -3.9819 2.1936 4.2405 0.27
H -2.6818 2.5379 -0.0025 0.16
H -2.9445 4.0402 0.8217 0.56
H -4.8130 1.6370 1.2406 0.23
H -5.0170 2.7966 -0.0662 0.41
H -5.1470 3.3335 1.5990 0.31
C -5.5484 -5.1573 -2.5007 -1.44
C -5.3256 -3.6583 -2.3703 -0.32
N -4.4751 -3.3014 -1.2513 0.14
C -4.4806 -1.8817 -0.9519 -0.74
C -3.9108 -0.9208 -2.0037 -0.82
C -3.1759 -3.9504 -1.2146 -0.68
C -2.2366 -3.7584 -2.4139 -0.82
H -5.9438 -5.5736 -1.5736 0.33
H -6.2672 -5.3537 -3.2969 0.44
H -4.6311 -5.6894 -2.7545 0.30
H -6.2963 -3.1821 -2.2094 0.44
H -4.9476 -3.2733 -3.3313 0.26
H -3.9521 -1.7270 -0.0081 0.35
H -5.5174 -1.5918 -0.7524 0.35
H -2.8221 -0.9538 -2.0370 0.03
H -4.1916 0.1056 -1.7543 0.35
H -4.2953 -1.1291 -3.0024 0.37
H -3.3400 -5.0221 -1.0788 0.38
H -2.6653 -3.6286 -0.3037 0.33
H -2.7607 -3.8582 -3.3654 0.25
H -1.4537 -4.5189 -2.3915 0.38
H -1.7410 -2.7888 -2.3972 0.14
```

As for the orbital gap: 8.62 eV. The HOMO energy is -8.14 eV. The SMILES is CCCO[C@@H]1COC(=O)[C@@]1(Br)CCCCCN.CCN(CC)CC.CCN(CC)CC. The calculation puts the LUMO energy at 0.48 eV. The energy above the lowest of the compared OMol25 structures with the same formula, charge and spin comes out at 0.1162 eV.



Entry 2:
The following is a DFT calculation (the ωB97M-V functional and the def2-TZVPD basis) of C24H52ClNP2Ru as an isolated structure.

Structure (XYZ):
```
81
Properties=species:S:1:pos:R:3:mulliken_charge:R:1
Ru -0.2612 0.1530 -0.2084 -1.50
P 0.0907 2.5340 0.0322 1.34
C -0.3609 3.7665 -1.2944 0.77
C -0.6144 3.3582 1.5654 0.26
C 1.9337 2.8378 0.1061 0.59
C -1.6417 3.3839 -2.0599 -1.40
H 0.4949 3.6796 -1.9900 0.47
C -0.4602 5.2454 -0.8586 -1.82
H -1.4217 5.4544 -0.3673 0.29
H -0.4161 5.8676 -1.7663 0.47
H 0.3531 5.5820 -0.2061 0.36
H -1.4470 2.5782 -2.7814 0.27
H -2.0301 4.2543 -2.6149 0.47
H -2.4329 3.0375 -1.3779 0.28
H 2.2192 2.5246 -0.9176 0.43
C 2.6369 1.9415 1.1081 -1.06
C 2.4521 4.2591 0.3452 -1.87
H 2.3354 4.9024 -0.5332 0.32
H 3.5301 4.1848 0.5643 0.51
H 1.9808 4.7117 1.2306 0.30
H 1.9587 1.1471 1.4234 -0.67
H 2.9667 2.4309 2.0354 0.32
H 3.5277 1.5098 0.6333 0.56
C -2.1473 3.2814 1.5757 -1.04
H -0.3422 4.4235 1.4739 0.57
C -0.0090 2.8364 2.8792 -1.45
H -2.6263 3.8916 0.8004 0.21
H -2.5303 3.5595 2.5678 0.51
H -2.4593 2.2328 1.4218 -0.06
H 0.0548 1.7389 2.9031 0.06
H -0.6585 3.1466 3.7121 0.55
H 0.9849 3.2651 3.0780 0.21
Cl -1.9675 0.2123 1.4877 -0.73
H -1.3188 0.7732 -1.2017 0.14
H 1.2979 0.1857 -0.6641 0.41
P -0.6757 -1.8898 -1.3439 0.50
C 0.7539 -2.5487 -2.3667 0.38
C -1.1522 -3.3387 -0.2443 0.58
C -1.9631 -1.7518 -2.6571 0.96
C 2.1229 -2.1542 -1.8410 -0.97
H 0.5864 -2.0742 -3.3529 0.61
C 0.7876 -4.0774 -2.4986 -1.90
H 1.1462 -4.5638 -1.5772 0.33
H 1.5197 -4.3146 -3.2842 0.49
H -0.1698 -4.5206 -2.7857 0.37
H 2.3307 -1.0868 -1.9750 0.24
H 2.9620 -2.7277 -2.2730 0.44
H 2.1379 -2.4097 -0.7746 0.07
H -1.4715 -1.0689 -3.3769 0.50
C -3.2652 -1.0703 -2.1860 -1.44
C -2.2660 -3.0666 -3.4049 -1.73
H -1.4447 -3.3712 -4.0657 0.30
H -3.1506 -2.9106 -4.0392 0.51
H -2.5018 -3.8918 -2.7163 0.28
H -3.1743 -0.5865 -1.2028 0.23
H -4.0981 -1.7899 -2.1547 0.46
H -3.5288 -0.2812 -2.9088 0.36
C -0.1226 -3.5391 0.8665 -1.38
H -1.1552 -4.2115 -0.9211 0.85
C -2.5434 -3.1832 0.3687 -1.60
H 0.7879 -4.0596 0.5475 0.07
H -0.5147 -4.1193 1.7123 0.61
H 0.1616 -2.5736 1.3196 -0.32
H -2.6501 -2.2062 0.8588 0.10
H -2.6963 -3.9557 1.1377 0.49
H -3.3454 -3.2957 -0.3717 0.28
C -1.0536 -1.8459 3.8109 -1.43
C 0.1675 -1.4733 3.1518 0.31
C 1.4218 -1.7997 3.4516 -0.38
C 2.4484 -1.6531 2.5173 -1.37
C 2.3151 -1.1131 1.2021 1.84
C 3.6401 -0.9398 0.5009 -2.24
N 1.2209 -0.6761 0.6088 0.46
H -1.7814 -1.0521 3.9350 0.28
H -0.8996 -2.2975 4.7893 0.46
H -1.5970 -2.5958 3.2393 0.14
H 1.7189 -2.1937 4.4339 0.38
H 3.4446 -1.9639 2.8052 0.45
H 4.3309 -0.3543 1.1294 0.60
H 4.1074 -1.9061 0.2531 0.47
H 3.4368 -0.3882 -0.4190 0.29
```

As for the orbital gap (alpha / beta): 7.74 / 6.69 eV. The HOMO energy (alpha / beta) is -6.99 / -7.35 eV. Its expectation value of S² is 6.111. The spin multiplicity is 5. The calculation puts the LUMO energy (alpha / beta) at 0.75 / -0.66 eV.



Short version: largest force on an atom = 2.2; 4.9 eV Å⁻¹, in the order given.